# 1
This record from OMol25 describes the ion C7H14NO2 with charge +1 at a distorted geometry. The level of theory is the ωB97M-V functional and the def2-TZVPD basis.

Its multiplicity is 3. For the relative energy (zero: lowest compared OMol25 entry of this formula, charge and spin), the calculation gives 0.0 kcal per mole. The HOMO-LUMO gap (alpha / beta) comes out at 8.933 / 7.471 eV. As for the charge: +1. The LUMO energy (alpha / beta) is -2.96 / -6.80 eV.

```
24
Properties=species:S:1:pos:R:3:forces:R:3:mulliken_spin:R:1
C 1.44465 0.68462 0.27744 -0.70 -2.35 -0.22 0.020
C -1.70363 -0.76299 0.61261 0.07 0.23 -0.28 0.048
C -1.69717 0.21041 -0.58602 -1.04 -1.38 0.36 -0.064
C 0.72090 -0.63534 0.22409 2.15 0.92 1.15 0.670
C 2.47156 0.95858 -0.74599 0.30 0.27 -0.11 -0.006
C -1.93726 1.66329 -0.16488 0.34 0.52 -0.44 0.124
C 1.27684 -1.90913 -0.25615 -0.07 -0.10 0.02 0.000
N -0.33917 -0.63332 1.21496 -0.29 0.37 0.44 -0.016
O 1.07311 1.44293 1.15129 -0.27 1.12 0.61 0.159
O -0.54491 -0.01508 -1.27486 -0.88 1.10 -1.37 0.961
H -2.46762 -0.52271 1.34972 0.08 -0.04 0.05 -0.005
H -1.82618 -1.78919 0.26364 0.01 0.06 0.10 0.004
H -2.52073 -0.09748 -1.25536 -0.01 0.32 -0.01 0.054
H 2.81165 1.98776 -0.67016 0.01 -0.01 0.01 0.001
H 2.04239 0.77933 -1.73128 0.05 -0.01 -0.10 0.004
H 3.32195 0.28925 -0.62321 0.07 -0.05 -0.01 0.001
H -1.20212 2.01970 0.55132 0.11 -0.09 0.06 -0.002
H -2.92955 1.76353 0.26137 -0.13 -0.19 0.00 -0.004
H -1.87473 2.30082 -1.04131 -0.03 0.10 -0.07 -0.001
H 1.94989 -2.32665 0.49745 0.07 -0.15 -0.02 0.031
H 1.84903 -1.75503 -1.16552 0.04 -0.01 -0.10 0.008
H 0.49734 -2.63863 -0.46094 -0.06 -0.15 -0.08 0.009
H -0.20316 0.33921 1.64131 0.06 -0.63 -0.01 -0.006
H -0.21309 -1.35390 1.93046 0.12 0.14 0.04 0.008
```
Positions in Å, forces in eV/Å.

# 2
This record from OMol25 describes a structure of composition C38H42FN7O3S2V. The level of theory is the ωB97M-V functional and the def2-TZVPD basis.

Its multiplicity is 2. For the relative energy (zero: lowest compared OMol25 entry of this formula, charge and spin), the calculation gives 0.0 kcal per mole. The HOMO-LUMO gap (alpha / beta) comes out at 2.170 / 2.140 eV. As for the charge: 0. The LUMO energy (alpha / beta) is -1.54 / -1.54 eV.

```
94
Properties=species:S:1:pos:R:3:forces:R:3:mulliken_spin:R:1
V -0.17615 0.06169 0.75804 -0.73 0.10 0.57 0.962
C -1.60379 0.26038 -2.06620 -0.07 0.05 -0.14 -0.011
N -0.67273 1.07663 -1.25582 -0.07 0.06 -0.10 -0.013
C -1.37594 2.31815 -0.84685 0.04 -0.06 -0.09 0.010
C -0.69008 3.02669 0.27770 0.05 0.09 0.10 0.003
C -0.58874 4.40666 0.34348 -0.04 0.01 -0.06 0.000
C -0.02917 4.97665 1.47516 -0.01 0.07 0.02 0.000
C 0.41226 4.15093 2.49390 -0.02 -0.04 0.06 0.001
C 0.29163 2.77911 2.34083 -0.05 0.05 -0.13 0.006
N -0.25032 2.23788 1.25360 0.17 0.08 0.00 0.000
C 0.51894 1.44402 -2.04485 -0.13 0.04 0.19 0.010
C 1.37782 0.29460 -2.50824 -0.01 -0.01 -0.05 0.004
C 2.70891 0.54377 -2.83125 0.09 0.01 0.17 0.001
C 3.49300 -0.50211 -3.27732 0.04 -0.01 0.04 0.000
C 2.92833 -1.76488 -3.38818 -0.04 -0.08 0.02 0.000
C 1.59073 -1.91249 -3.05897 0.06 0.04 -0.02 0.001
N 0.82235 -0.90390 -2.64952 0.41 -0.32 0.09 0.001
C -2.15563 -0.93171 -1.33819 -0.06 0.00 -0.08 0.007
C -3.15960 -1.69801 -1.91618 -0.05 -0.03 -0.11 0.003
C -3.61556 -2.82083 -1.25475 -0.04 0.01 -0.06 0.000
C -3.05845 -3.14359 -0.02647 -0.02 -0.06 0.11 0.000
C -2.08424 -2.31795 0.49401 0.05 0.07 0.05 0.001
N -1.64157 -1.23601 -0.15657 -0.03 -0.08 -0.08 -0.019
H -2.42629 0.87736 -2.43464 -0.11 0.09 0.05 0.000
H -1.06965 -0.12565 -2.93261 -0.21 0.10 0.09 -0.001
H -1.49430 2.99197 -1.70309 -0.01 0.02 -0.10 0.001
H -2.37245 2.03752 -0.49148 0.09 -0.02 -0.04 -0.003
H -0.94526 5.01888 -0.47638 0.01 -0.03 0.03 0.000
H 0.05912 6.05278 1.55928 0.01 -0.01 0.00 0.000
H 0.85105 4.55654 3.39606 -0.01 -0.02 -0.03 0.000
H 0.62274 2.07515 3.09108 0.05 -0.08 0.05 -0.003
H 0.20874 2.01597 -2.92918 -0.07 0.10 -0.09 0.000
H 1.13536 2.09515 -1.42658 0.03 0.03 0.05 0.000
H 3.13036 1.52911 -2.67424 -0.02 -0.04 0.01 0.000
H 4.53863 -0.33896 -3.50790 -0.02 -0.01 0.00 0.000
H 3.51022 -2.61902 -3.71394 -0.03 0.05 0.02 0.000
H 1.10222 -2.88120 -3.13216 0.04 0.05 0.02 0.000
H -3.57081 -1.41041 -2.87680 0.02 0.01 0.03 0.000
H -4.40221 -3.42956 -1.68322 0.01 0.00 0.00 0.000
H -3.39530 -4.00492 0.53603 0.03 0.04 -0.01 0.000
H -1.64057 -2.47522 1.47055 0.02 -0.01 0.03 -0.004
C 6.44509 -3.62657 2.01526 0.02 -0.03 0.01 0.000
C 5.99746 -3.33960 0.58471 -0.13 -0.03 0.09 0.002
N 4.61148 -2.91888 0.49712 -0.27 0.14 0.04 0.003
C 4.33020 -1.54673 0.51028 0.45 -0.60 -0.06 0.023
C 3.09538 -1.04637 0.50698 -0.54 -0.15 -0.08 0.012
C 2.91016 0.44500 0.47124 -0.02 -0.02 0.17 0.005
O 3.88493 1.16734 0.26310 -0.18 -0.04 -0.02 0.007
O 1.71160 0.85799 0.67295 0.34 -0.01 -0.37 0.001
C 1.95599 -1.95142 0.47786 0.82 -0.25 -0.07 0.010
O 0.76588 -1.56120 0.42784 -0.49 0.32 -0.06 -0.016
C 2.22998 -3.37795 0.46276 0.43 0.60 0.02 -0.020
C 1.19559 -4.29573 0.41399 -0.52 -0.30 -0.04 0.024
C 1.47439 -5.64092 0.45900 -0.25 0.03 -0.05 -0.004
F 0.45239 -6.54150 0.38558 -0.19 -0.11 -0.01 0.000
C 2.74940 -6.13300 0.57934 -0.08 -0.25 0.00 0.011
C 3.80129 -5.22154 0.59924 0.53 0.26 0.05 0.011
C 3.56796 -3.85469 0.51793 0.38 0.34 0.02 -0.002
N 3.02823 -7.53955 0.65962 0.06 -0.08 -0.04 0.000
C 2.94894 -8.24072 -0.60818 -0.14 -0.03 0.15 0.002
C 3.65021 -9.57947 -0.48704 -0.02 0.07 0.04 0.000
N 3.00441 -10.35301 0.63951 0.08 0.11 0.00 0.000
C 3.03738 -9.58718 1.94227 -0.02 0.06 -0.03 0.001
C 2.34269 -8.26020 1.71553 0.04 0.02 -0.09 0.001
H 7.48733 -3.95816 2.03647 -0.07 0.02 0.00 0.000
H 5.82411 -4.39832 2.47692 0.04 0.05 -0.04 0.000
H 6.35777 -2.72295 2.62138 0.00 -0.04 -0.02 0.000
H 6.14980 -4.21236 -0.05688 -0.02 0.01 0.00 0.000
H 6.60197 -2.53968 0.16179 0.04 0.05 -0.02 0.000
H 5.18133 -0.87784 0.50369 0.02 -0.07 -0.01 0.002
H 0.17502 -3.93832 0.36030 0.02 -0.04 -0.01 0.006
H 4.80129 -5.62234 0.71146 -0.05 0.06 -0.02 0.004
H 3.44281 -7.65189 -1.37659 0.06 0.03 -0.04 0.000
H 1.90726 -8.40232 -0.93764 -0.01 0.03 0.01 0.000
H 4.69496 -9.44457 -0.21672 0.02 -0.03 0.04 0.000
H 3.57202 -10.17705 -1.39260 -0.03 -0.05 0.00 0.000
H 3.44897 -11.26153 0.74770 0.03 -0.06 0.00 0.000
H 2.02651 -10.51882 0.39556 -0.05 -0.02 -0.02 0.000
H 4.08441 -9.44783 2.20002 0.04 -0.02 -0.02 0.000
H 2.54088 -10.19284 2.69766 -0.01 -0.05 -0.02 0.000
H 2.37754 -7.67555 2.63179 0.04 0.02 0.05 0.000
H 1.27991 -8.44698 1.49344 -0.03 0.04 -0.03 0.000
C -4.09969 0.09386 3.89259 0.02 -0.06 0.03 0.001
C -2.74428 0.03152 3.21255 0.16 -0.10 0.28 0.013
S -2.67103 0.76438 1.62182 0.17 -0.24 -0.11 -0.027
C -1.67905 -0.53185 3.81696 -0.30 0.12 -0.01 -0.011
C -1.76525 -1.14075 5.19886 -0.01 -0.01 -0.06 0.000
S -0.09118 -0.67997 3.07135 0.22 -0.06 -0.07 -0.013
H -4.83466 0.52940 3.21844 -0.01 0.00 0.00 0.001
H -4.07032 0.71011 4.79838 -0.01 -0.03 -0.05 0.000
H -4.45614 -0.90230 4.18370 0.03 0.10 -0.02 0.000
H -2.62286 -0.76738 5.76285 0.04 -0.02 -0.03 0.000
H -0.85732 -0.91837 5.76636 -0.05 -0.01 -0.04 0.000
H -1.84782 -2.23538 5.14510 0.03 0.10 0.01 0.000
```
Positions in Å, forces in eV/Å.

# 3
This record from OMol25 describes a cluster of 5 separate species, C30H66F3O6P in total at a distorted geometry. The level of theory is the ωB97M-V functional and the def2-TZVPD basis.

Its SMILES is CCCCCCCCC(=O)O[C@H](P(C)CC)C(F)(F)F.CCOCC.CCOCC.CCOCC.CCOCC. The HOMO-LUMO gap comes out at 9.127 eV. As for the charge: 0. The LUMO energy is 0.63 eV.

```
106
Properties=species:S:1:pos:R:3:forces:R:3:mulliken_charge:R:1
C 3.59718 -1.73829 3.03008 -0.33 0.10 -0.06 -1.020
C 2.18748 -1.61681 2.41450 -0.01 0.11 0.41 -0.632
C 1.51340 -0.30948 2.81739 0.08 0.22 0.26 -0.276
C 2.22618 0.96212 2.31950 -0.27 0.07 -0.13 -0.181
C 1.26589 2.10457 1.89354 0.35 0.01 -0.25 -0.294
C 1.53368 3.44022 2.58621 -0.06 0.20 0.14 -0.962
C 1.14831 3.53069 4.08243 0.34 -0.21 0.06 -1.080
C 0.07434 2.56769 4.57883 -0.20 0.04 -0.02 0.235
C -1.27605 2.85433 3.98555 -0.43 0.83 -0.88 0.284
O -1.47049 3.68908 3.13551 0.23 -0.53 1.02 -0.534
O -2.38851 2.16638 4.48067 0.24 -0.24 0.03 -0.400
C -2.40174 0.76069 4.26050 0.11 -0.23 -0.19 0.959
P -4.11973 0.17443 3.73529 -1.04 -0.14 0.50 -0.135
C -3.66524 -1.21559 2.62452 0.58 0.25 0.23 -1.166
C -4.82415 1.41270 2.58026 0.56 0.39 -0.58 -0.351
C -3.89854 2.29113 1.70456 -0.38 -0.38 -0.19 -0.581
C -1.97917 -0.06362 5.51142 0.47 0.12 0.11 0.665
F -2.97806 -0.63969 6.17948 -0.11 -0.03 -0.07 -0.264
F -1.30410 0.66784 6.41382 0.00 0.11 -0.19 -0.267
F -1.14932 -1.06054 5.11493 -0.16 0.04 -0.01 -0.263
H 3.68561 -1.04665 3.87349 0.08 -0.10 -0.01 0.308
H 4.38361 -1.49140 2.31698 0.02 -0.07 0.03 0.082
H 3.74764 -2.74615 3.41814 0.23 0.04 -0.12 0.379
H 2.21136 -1.69118 1.32524 0.06 -0.13 0.02 0.349
H 1.57523 -2.43128 2.81464 -0.02 -0.01 -0.25 0.403
H 0.46916 -0.28944 2.48549 0.06 -0.13 -0.11 -0.070
H 1.48426 -0.29685 3.91487 -0.14 0.01 -0.05 0.331
H 2.89483 1.35283 3.09284 0.06 -0.15 -0.03 0.311
H 2.85615 0.69186 1.46496 -0.01 0.05 0.06 0.031
H 1.38932 2.27693 0.81864 -0.07 -0.04 0.08 0.408
H 0.22322 1.79812 2.01080 -0.01 0.04 0.08 -0.024
H 1.04123 4.25094 2.04421 -0.10 -0.17 0.00 0.472
H 2.60870 3.63975 2.50958 -0.08 0.05 -0.03 0.428
H 0.83819 4.54967 4.32798 0.03 -0.05 -0.10 0.393
H 2.04006 3.33536 4.68910 -0.11 -0.02 -0.02 0.423
H 0.33786 1.52828 4.37178 -0.01 -0.04 0.02 -0.406
H -0.02698 2.63832 5.66221 -0.02 -0.03 0.04 0.582
H -1.67795 0.47845 3.48628 0.04 0.15 0.06 -0.362
H -4.56122 -1.53970 2.09877 0.02 -0.04 -0.01 0.424
H -2.87256 -0.95334 1.91819 -0.12 -0.08 -0.13 0.317
H -3.30688 -2.02944 3.25902 -0.05 -0.07 -0.15 0.321
H -5.43408 0.81159 1.89675 -0.14 -0.08 0.27 0.465
H -5.52784 2.03112 3.13956 0.16 -0.06 0.13 0.170
H -3.83611 1.86606 0.69934 0.07 0.05 0.04 0.370
H -2.89069 2.37945 2.09413 -0.19 0.16 -0.05 -0.125
H -4.34088 3.28472 1.60902 0.26 0.03 -0.01 0.251
C -5.25081 8.24226 4.83469 0.05 -0.06 0.03 -1.036
C -5.87395 7.32766 3.79305 -0.04 0.06 0.00 -0.343
O -5.03274 6.26785 3.38016 0.04 -0.01 -0.06 -0.402
C -4.64266 5.36063 4.39658 0.01 -0.18 0.02 0.440
C -5.81211 4.63039 5.03546 -0.10 0.06 -0.03 -1.227
H -4.27690 8.59659 4.49481 -0.01 0.02 -0.01 0.285
H -5.89601 9.10468 5.00543 -0.01 0.01 -0.01 0.403
H -5.11265 7.73868 5.79248 -0.02 0.01 0.00 0.253
H -6.07880 7.89300 2.88366 0.01 -0.01 -0.01 0.343
H -6.83535 6.94169 4.15200 0.01 0.00 0.02 0.289
H -4.03375 5.86564 5.15506 -0.03 0.01 0.02 0.242
H -3.99786 4.63294 3.90212 0.05 0.08 -0.04 -0.294
H -6.46160 5.29299 5.60974 0.05 0.01 0.04 0.377
H -5.45269 3.85130 5.70871 0.04 -0.01 -0.02 0.351
H -6.42091 4.16665 4.25687 -0.01 -0.05 0.02 0.329
C 5.88420 1.39813 -0.79315 -0.06 0.01 -0.05 -1.045
C 5.59514 -0.09139 -0.88212 0.07 0.03 0.03 -0.360
O 4.22425 -0.40112 -1.04012 -0.08 -0.05 0.12 -0.382
C 3.60332 0.10158 -2.21208 -0.14 0.03 -0.06 -0.026
C 4.20326 -0.42326 -3.50282 0.14 0.00 0.02 -1.218
H 5.26390 1.86005 -0.02331 0.02 0.00 0.02 0.191
H 6.93241 1.55930 -0.53919 0.01 -0.01 0.01 0.414
H 5.69010 1.91033 -1.73648 0.02 -0.01 0.00 0.294
H 5.88705 -0.57667 0.05009 -0.01 -0.02 0.00 0.344
H 6.19009 -0.54960 -1.68057 -0.01 0.02 -0.02 0.378
H 3.60143 1.19825 -2.20507 0.05 0.00 -0.01 0.313
H 2.56443 -0.22089 -2.14392 0.01 -0.04 0.02 0.099
H 5.21794 -0.05440 -3.66557 -0.01 0.02 -0.01 0.389
H 3.59269 -0.10812 -4.34863 -0.04 -0.02 0.01 0.357
H 4.23669 -1.51333 -3.48781 -0.04 -0.01 -0.01 0.269
C -1.19190 -1.58650 -2.56056 0.04 -0.08 0.00 -1.079
C -0.34919 -1.08314 -3.72089 -0.06 0.04 0.02 -0.373
O 0.92917 -1.68439 -3.80483 0.09 0.08 0.02 -0.377
C 0.94281 -3.08778 -4.00239 0.02 -0.10 -0.02 -0.365
C 0.28446 -3.53782 -5.29450 -0.07 0.06 0.01 -0.954
H -0.63522 -1.50905 -1.62527 0.00 0.02 0.01 0.259
H -2.10112 -0.99031 -2.47609 0.00 0.02 0.00 0.405
H -1.49016 -2.62757 -2.69192 -0.02 0.01 -0.01 0.277
H -0.15028 -0.01835 -3.59369 0.02 0.00 -0.01 0.367
H -0.89241 -1.19612 -4.66602 -0.01 -0.02 0.01 0.358
H 0.49366 -3.60052 -3.14396 -0.02 0.01 -0.01 0.319
H 1.99929 -3.35700 -4.01458 0.01 0.02 0.01 0.290
H -0.79336 -3.36640 -5.28640 0.00 -0.03 0.01 0.274
H 0.44924 -4.60432 -5.44888 0.03 0.00 -0.03 0.310
H 0.70533 -3.00011 -6.14490 0.03 -0.02 -0.01 0.284
C 1.67392 -6.60884 -10.18860 -0.03 -0.07 0.05 -1.060
C 2.19915 -5.94832 -8.92499 0.04 0.04 -0.07 -0.341
O 1.46712 -6.27467 -7.75772 -0.04 0.05 0.06 -0.359
C 1.44863 -7.64583 -7.40496 -0.01 -0.07 0.03 -0.295
C 2.82121 -8.22651 -7.10909 0.04 0.06 -0.05 -1.094
H 0.60686 -6.41475 -10.30369 0.00 0.02 -0.01 0.295
H 2.19639 -6.21165 -11.05922 0.00 0.02 0.00 0.389
H 1.82277 -7.68953 -10.17950 0.02 0.01 -0.01 0.268
H 2.11428 -4.86517 -9.01384 -0.01 0.01 0.02 0.309
H 3.26285 -6.17514 -8.78920 -0.01 -0.02 0.00 0.309
H 0.94216 -8.23605 -8.17720 0.02 0.00 -0.01 0.303
H 0.82775 -7.69583 -6.51008 -0.01 0.02 0.00 0.328
H 3.44595 -8.27905 -8.00178 -0.01 -0.02 0.00 0.262
H 2.71946 -9.23932 -6.71840 -0.01 -0.01 0.01 0.397
H 3.34045 -7.61766 -6.36791 -0.01 -0.01 0.02 0.298
```
Positions in Å, forces in eV/Å.

We obtain total energy values of -479.9736 -3922.4632 -2274.9653 hartree for the records listed above, in that order.